Molecular formula: C20H34AsF6N2O6S3
Method: DFT, ωB97M-V/def2-TZVPD

Output
Total charge ... -1
Frontier orbital gap ... 0.3085 Ha
HOMO ... -6.05 eV
2S+1 ... 1
Energy relative to the best compared isomer or geometry (same formula, charge and spin) ... 324.1 kJ/mol
LUMO ... 0.086 Eh

Each line ends with the Löwdin charge.
Atoms and positions in Å:
As 1.82 -0.46 0.08  0.96
F 2.85 -1.91 0.04  -0.28
F 2.78 0.13 1.53  -0.30
F 1.00 1.12 -0.03  -0.29
F 1.08 -0.99 -1.49  -0.30
F 0.57 -1.38 1.01  -0.28
F 3.12 0.31 -0.98  -0.33
C 1.17 2.75 -3.37  -0.21
C 2.02 3.58 -4.31  -0.25
C 3.23 2.75 -4.63  -0.20
S 2.48 1.06 -5.05  0.71
O 3.22 -0.06 -4.53  -0.32
O 2.11 1.11 -6.48  -0.37
C 1.03 1.31 -3.99  -0.20
H 0.18 3.09 -3.07  0.12
H 1.75 2.55 -2.47  0.08
H 2.31 4.59 -4.03  0.11
H 1.36 3.65 -5.18  0.11
H 3.90 2.59 -3.79  0.10
H 3.78 3.15 -5.48  0.10
H 0.95 0.59 -3.17  0.08
H 0.19 1.30 -4.68  0.09
C -0.33 -3.95 3.31  -0.25
C -1.79 -4.47 3.15  -0.20
C -2.17 -4.71 1.68  -0.18
S -0.46 -5.28 0.99  0.77
O -0.35 -4.75 -0.39  -0.36
O -0.43 -6.72 1.32  -0.37
C 0.54 -4.32 2.22  -0.23
H 0.00 -4.27 4.30  0.11
H -0.23 -2.87 3.40  0.11
H -2.48 -3.72 3.52  0.11
H -1.78 -5.42 3.69  0.11
H -2.42 -3.72 1.30  0.06
H -2.94 -5.42 1.38  0.10
H 0.94 -3.38 1.81  0.07
H 1.46 -4.83 2.53  0.11
C -2.20 -1.99 -1.21  -0.23
C -2.41 -0.63 -1.78  -0.23
C -3.63 -0.06 -1.12  -0.22
S -4.57 -1.40 -0.21  0.70
O -5.97 -1.47 -0.53  -0.34
O -4.21 -1.38 1.22  -0.34
C -3.64 -2.58 -1.18  -0.23
H -1.81 -2.03 -0.19  0.09
H -1.44 -2.51 -1.79  0.12
H -2.57 -0.53 -2.86  0.13
H -1.53 -0.12 -1.38  0.11
H -4.26 0.49 -1.82  0.10
H -3.50 0.84 -0.52  0.10
H -4.05 -2.56 -2.19  0.11
H -3.75 -3.62 -0.86  0.10
N -0.61 0.88 3.39  -0.01
C -1.68 0.31 2.72  -0.13
C -2.75 1.05 3.12  -0.12
C -2.30 2.02 4.06  -0.14
C -0.98 1.86 4.33  -0.11
H 0.32 0.55 3.20  0.12
H -1.57 -0.26 1.81  0.09
H -3.78 0.99 2.80  0.08
H -3.05 2.66 4.51  0.08
H -0.17 2.13 4.99  0.10
N 3.97 5.04 0.21  0.00
C 3.06 4.03 0.20  -0.17
C 2.80 3.55 1.40  -0.12
C 3.57 4.34 2.28  -0.10
C 4.34 5.27 1.51  -0.13
H 4.26 5.58 -0.59  0.14
H 2.62 3.60 -0.69  0.10
H 2.25 2.74 1.84  0.09
H 3.64 4.30 3.36  0.08
H 5.13 5.93 1.84  0.09